The following is a DFT calculation (ωB97M-V/def2-TZVPD) of a cluster of 7 separate species, C28H35N7 in total at a distorted geometry.

Its total energy is -40018.061 eV. The calculation puts the relative energy (zero: lowest compared OMol25 entry of this formula, charge and spin) at 341.77 kcal per mole. Its HOMO-LUMO gap is 7.802 eV. Its SMILES is c1cc[nH]c1.c1cc[nH]c1.c1cc[nH]c1.c1cc[nH]c1.c1cc[nH]c1.c1cc[nH]c1.c1cc[nH]c1. The spin multiplicity is 1. The charge is 0. The LUMO energy comes out at 0.326 eV.

Each line ends with the Löwdin charge.
Atoms and positions in Å:
N 23.603 38.663 9.135  -0.05
C 24.058 37.464 8.751  -0.13
C 24.261 37.489 7.229  -0.06
C 23.788 38.898 6.783  -0.02
C 23.385 39.546 8.172  -0.11
H 23.463 38.864 10.089  0.05
H 24.397 36.701 9.526  0.09
H 24.439 36.608 6.662  0.04
H 23.605 39.257 5.782  0.05
H 23.019 40.495 8.304  0.07
N 20.315 42.465 13.738  -0.03
C 19.643 42.979 12.662  -0.12
C 20.592 43.648 11.710  -0.07
C 21.927 43.547 12.384  -0.07
C 21.655 42.810 13.734  -0.11
H 19.833 42.133 14.578  0.16
H 18.636 42.680 12.719  0.08
H 20.329 44.255 10.908  0.04
H 22.868 44.165 12.058  0.10
H 22.450 42.389 14.326  0.03
N 19.068 36.961 8.991  -0.09
C 19.748 38.129 9.163  -0.11
C 18.596 39.191 9.665  -0.10
C 17.269 38.509 9.738  -0.07
C 17.768 36.976 9.488  -0.12
H 19.627 36.093 8.661  0.19
H 20.819 38.170 9.090  0.06
H 19.038 40.290 9.712  0.09
H 16.191 38.848 10.139  0.11
H 17.320 36.037 9.425  0.05
N 28.223 41.096 8.831  -0.08
C 26.915 40.927 9.290  -0.10
C 26.873 41.614 10.672  -0.08
C 28.286 42.108 10.919  -0.06
C 29.051 41.683 9.626  -0.16
H 28.488 40.884 7.848  0.17
H 26.237 40.232 8.781  0.08
H 25.899 41.674 11.323  0.07
H 28.404 42.728 11.813  0.06
H 30.105 41.780 9.486  0.09
N 23.424 37.649 12.023  -0.03
C 24.423 38.529 12.329  -0.04
C 23.682 39.914 12.191  -0.05
C 22.275 39.616 11.929  -0.06
C 22.210 38.180 11.935  -0.15
H 23.662 36.603 11.946  0.11
H 25.436 38.434 12.465  0.07
H 24.171 40.925 12.359  0.08
H 21.636 40.173 11.745  -0.04
H 21.303 37.529 11.936  0.13
N 22.645 39.347 15.258  -0.06
C 23.238 40.475 15.733  -0.13
C 22.830 40.607 17.220  -0.02
C 22.066 39.311 17.463  -0.04
C 21.959 38.565 16.106  -0.10
H 22.771 39.356 14.227  0.09
H 23.815 41.268 15.067  0.12
H 22.980 41.353 17.814  -0.01
H 21.673 39.039 18.409  0.04
H 21.628 37.598 15.901  0.06
N 22.994 34.519 13.107  -0.01
C 24.303 34.758 13.653  -0.04
C 25.163 34.650 12.425  -0.10
C 24.326 34.451 11.297  -0.14
C 22.886 34.483 11.648  -0.06
H 22.328 34.651 13.734  0.06
H 24.542 35.060 14.690  0.11
H 26.229 34.560 12.471  0.08
H 24.698 34.466 10.283  0.08
H 21.908 34.298 11.103  0.12